(1)
The following is a DFT calculation (the ωB97M-V functional and the def2-TZVPD basis) of C24H64As2F12N4O4 as an isolated structure.

Atoms and positions in Å:
C1 -10.09 -18.15 -23.60
C2 -10.40 -16.76 -23.00
N1 -9.55 -16.50 -21.78
C3 -8.10 -16.39 -22.16
C4 -9.98 -15.08 -21.27
C5 -9.18 -13.84 -21.71
C6 -9.80 -17.55 -20.72
C7 -11.24 -17.82 -20.30
O1 -11.77 -16.67 -19.69
C8 -13.18 -16.72 -19.55
H1 -10.43 -18.96 -22.95
H2 -9.04 -18.39 -23.74
H3 -10.50 -18.25 -24.60
H4 -11.42 -16.61 -22.66
H5 -10.24 -16.01 -23.77
H6 -7.61 -16.02 -21.25
H7 -7.80 -15.57 -22.81
H8 -7.66 -17.34 -22.46
H9 -9.91 -15.13 -20.19
H10 -11.03 -14.90 -21.49
H11 -8.18 -13.76 -21.28
H12 -9.67 -12.97 -21.28
H13 -8.97 -13.82 -22.78
H14 -9.33 -17.05 -19.86
H15 -9.10 -18.35 -20.95
H16 -11.27 -18.68 -19.63
H17 -11.83 -18.11 -21.18
H18 -13.64 -16.46 -20.51
H19 -13.49 -16.02 -18.78
H20 -13.68 -17.65 -19.28
C9 -2.50 -22.46 -17.91
C10 -3.71 -23.38 -17.79
N2 -4.28 -23.62 -16.41
C11 -3.15 -23.99 -15.44
C12 -4.96 -22.40 -15.82
C13 -5.40 -22.41 -14.35
C14 -5.35 -24.72 -16.48
C15 -4.95 -26.10 -17.03
O2 -3.75 -26.50 -16.43
C16 -3.12 -27.63 -17.04
H21 -2.79 -21.41 -17.96
H22 -1.98 -22.67 -18.85
H23 -1.82 -22.44 -17.06
H24 -3.44 -24.40 -18.05
H25 -4.58 -23.13 -18.39
H26 -3.66 -24.49 -14.63
H27 -2.64 -23.08 -15.11
H28 -2.46 -24.66 -15.94
H29 -5.82 -22.37 -16.48
H30 -4.26 -21.58 -15.90
H31 -4.53 -22.36 -13.70
H32 -6.02 -23.25 -14.03
H33 -6.04 -21.56 -14.10
H34 -6.20 -24.23 -16.94
H35 -5.60 -25.03 -15.46
H36 -4.77 -25.92 -18.10
H37 -5.72 -26.85 -16.84
H38 -2.06 -27.57 -16.79
H39 -3.14 -27.44 -18.12
H40 -3.47 -28.60 -16.68
C17 -12.72 -22.48 -21.15
C18 -11.59 -23.41 -20.83
C19 -10.48 -23.40 -21.92
O3 -9.92 -22.08 -21.99
C20 -9.04 -21.80 -23.09
N3 -10.97 -23.00 -19.47
H41 -10.39 -23.75 -19.07
H42 -10.47 -22.12 -19.52
H43 -11.65 -22.90 -18.71
H44 -13.06 -21.89 -20.30
H45 -13.51 -22.92 -21.76
H46 -12.40 -21.62 -21.74
H47 -11.91 -24.44 -20.72
H48 -10.86 -23.70 -22.90
H49 -9.66 -24.09 -21.71
H50 -8.36 -22.62 -23.34
H51 -8.49 -20.88 -22.97
H52 -9.68 -21.81 -23.98
C21 -4.02 -17.27 -21.34
C22 -3.47 -18.15 -20.24
C23 -1.94 -18.16 -20.19
O4 -1.64 -19.21 -19.33
C24 -0.26 -19.39 -19.03
N4 -3.94 -17.85 -18.84
H53 -4.08 -16.86 -18.63
H54 -4.85 -18.28 -18.65
H55 -3.34 -18.15 -18.06
H56 -4.00 -16.21 -21.08
H57 -5.11 -17.41 -21.41
H58 -3.59 -17.45 -22.32
H59 -3.71 -19.19 -20.47
H60 -1.52 -17.19 -19.89
H61 -1.49 -18.37 -21.17
H62 0.37 -19.69 -19.87
H63 -0.11 -20.00 -18.14
H64 0.17 -18.39 -18.85
As1 -3.06 -18.79 -14.92
F1 -4.08 -17.35 -14.96
F2 -2.17 -18.23 -13.53
F3 -2.05 -20.22 -15.02
F4 -3.82 -19.31 -16.46
F5 -1.96 -17.85 -15.93
F6 -4.19 -19.66 -13.95
As2 -7.13 -20.64 -18.93
F7 -6.80 -22.32 -18.49
F8 -6.58 -21.02 -20.58
F9 -7.39 -18.95 -19.36
F10 -7.75 -20.20 -17.31
F11 -5.50 -20.29 -18.45
F12 -8.78 -20.93 -19.45

## Properties
net charge: +2
Kohn-Sham gap: 9.2779 eV
maximum force: 3.11 eV/A
LUMO level: -4.72 eV
calculated total energy: -194353.5645 eV

(2)
The following is a DFT calculation (the ωB97M-V functional and the def2-TZVPD basis) of C24H64AsF6O24S8 as an isolated structure.

Atoms and positions in Å:
As1 -2.66 -14.15 -3.46
F1 -3.05 -14.25 -5.18
F2 -2.68 -15.93 -3.41
F3 -2.31 -14.07 -1.71
F4 -2.52 -12.35 -3.61
F5 -4.40 -14.08 -3.04
F6 -0.87 -14.27 -3.81
O1 -4.10 -19.02 -5.17
S1 -4.47 -18.25 -6.36
O2 -5.89 -18.09 -6.71
O3 -3.71 -16.80 -6.41
C1 -3.76 -15.97 -7.49
C2 -3.60 -14.51 -7.10
C3 -3.67 -19.16 -7.73
H1 -4.76 -16.00 -7.93
H2 -3.10 -16.19 -8.33
H3 -2.53 -14.39 -6.99
H4 -4.03 -14.22 -6.14
H5 -3.84 -13.88 -7.96
H6 -2.62 -18.89 -7.65
H7 -4.08 -19.00 -8.72
H8 -3.78 -20.23 -7.55
O4 -3.67 -15.51 1.11
S2 -5.03 -15.62 0.57
O5 -5.98 -16.56 1.16
O6 -5.81 -14.13 0.54
C4 -5.06 -13.04 0.04
C5 -5.95 -12.28 -0.99
C6 -4.89 -15.90 -1.19
H9 -4.13 -13.36 -0.42
H10 -4.75 -12.43 0.89
H11 -6.97 -12.10 -0.64
H12 -6.15 -12.80 -1.93
H13 -5.60 -11.28 -1.27
H14 -3.93 -15.62 -1.64
H15 -5.62 -15.30 -1.73
H16 -5.01 -16.98 -1.30
O7 4.38 -14.53 -4.12
S3 3.95 -13.26 -3.59
O8 4.50 -11.97 -3.96
O9 2.27 -13.13 -3.76
C7 1.59 -11.93 -3.32
C8 0.16 -12.26 -3.20
C9 3.98 -13.44 -1.71
H17 1.66 -11.16 -4.09
H18 1.96 -11.55 -2.37
H19 -0.40 -11.35 -3.01
H20 0.02 -12.82 -2.28
H21 -0.30 -12.68 -4.09
H22 3.46 -14.35 -1.42
H23 3.51 -12.56 -1.29
H24 5.03 -13.53 -1.43
O10 -6.74 -10.08 -2.84
S4 -5.40 -10.29 -3.33
O11 -4.80 -9.44 -4.38
O12 -4.43 -10.37 -1.98
C10 -3.08 -10.23 -2.22
C11 -2.39 -11.16 -1.30
C12 -5.31 -11.98 -4.04
H25 -2.74 -9.19 -2.11
H26 -2.84 -10.63 -3.20
H27 -2.74 -11.07 -0.27
H28 -1.33 -10.96 -1.43
H29 -2.53 -12.21 -1.55
H30 -5.36 -12.67 -3.20
H31 -4.33 -12.10 -4.51
H32 -6.09 -12.14 -4.78
O13 -3.47 -18.80 2.07
S5 -4.63 -18.70 1.19
O14 -5.86 -18.02 1.70
O15 -4.21 -18.04 -0.26
C13 -3.03 -18.47 -0.90
C14 -2.58 -17.39 -1.86
C15 -5.20 -20.31 0.62
H33 -3.23 -19.43 -1.37
H34 -2.22 -18.73 -0.21
H35 -1.68 -17.76 -2.35
H36 -2.34 -16.59 -1.16
H37 -3.32 -17.03 -2.58
H38 -5.71 -20.73 1.49
H39 -4.31 -20.92 0.47
H40 -5.94 -20.17 -0.17
O16 1.41 -13.89 -7.96
S6 0.34 -14.75 -7.47
O17 -0.40 -15.65 -8.38
O18 0.98 -15.71 -6.23
C16 1.91 -15.17 -5.32
C17 2.16 -16.21 -4.19
C18 -0.70 -13.68 -6.38
H41 1.51 -14.29 -4.81
H42 2.82 -14.80 -5.79
H43 2.76 -15.73 -3.41
H44 2.65 -17.11 -4.54
H45 1.24 -16.56 -3.71
H46 -1.46 -13.34 -7.09
H47 0.06 -13.03 -5.94
H48 -1.15 -14.30 -5.61
O19 -8.94 -13.73 -5.96
S7 -7.67 -13.84 -5.21
O20 -7.61 -13.00 -4.00
O21 -7.43 -15.41 -4.75
C19 -6.42 -15.74 -3.78
C20 -5.41 -16.74 -4.33
C21 -6.18 -13.53 -6.25
H49 -6.96 -16.29 -3.00
H50 -5.89 -14.89 -3.36
H51 -4.79 -16.31 -5.12
H52 -5.88 -17.67 -4.66
H53 -4.69 -16.95 -3.54
H54 -5.22 -13.58 -5.74
H55 -6.28 -12.63 -6.87
H56 -6.26 -14.30 -7.01
O22 -3.51 -9.60 -7.19
S8 -3.82 -10.94 -6.79
O23 -5.09 -11.23 -6.14
O24 -3.53 -12.08 -7.97
C22 -2.93 -11.69 -9.16
C23 -2.53 -12.90 -10.08
C24 -2.53 -11.37 -5.52
H57 -2.01 -11.16 -8.88
H58 -3.62 -10.98 -9.60
H59 -3.25 -13.07 -10.88
H60 -2.52 -13.84 -9.53
H61 -1.55 -12.78 -10.53
H62 -2.52 -12.45 -5.67
H63 -2.79 -10.99 -4.53
H64 -1.62 -11.02 -6.00

## Properties
net charge: -1
Kohn-Sham gap: 6.6686 eV
maximum force: 17.05 eV/A
LUMO level: 1.69 eV
calculated total energy: -238871.7599 eV

(3)
The following is a DFT calculation (the ωB97M-V functional and the def2-TZVPD basis) of C24H64O24PbS8 as an isolated structure.

Atoms and positions in Å:
Pb1 1.33 1.47 -0.19
O1 2.26 1.99 5.34
S1 2.53 2.82 6.51
O2 1.88 4.09 6.65
O3 2.09 1.85 7.78
C1 2.38 2.29 9.09
C2 2.44 1.00 9.91
C3 4.37 2.98 6.78
H1 1.61 2.90 9.56
H2 3.33 2.81 9.23
H3 1.61 0.31 9.75
H4 2.33 1.14 10.99
H5 3.41 0.57 9.66
H6 4.93 2.96 5.84
H7 4.82 2.15 7.34
H8 4.42 3.90 7.36
O4 -0.12 -2.86 -2.66
S2 -0.73 -3.47 -3.85
O5 -1.22 -2.68 -4.96
O6 0.25 -4.71 -4.45
C4 0.93 -5.59 -3.51
C5 2.21 -5.95 -4.23
C6 -2.14 -4.62 -3.41
H9 0.43 -6.54 -3.31
H10 1.13 -5.09 -2.57
H11 2.03 -6.53 -5.13
H12 2.85 -6.60 -3.63
H13 2.79 -5.06 -4.44
H14 -1.81 -5.28 -2.60
H15 -2.26 -5.15 -4.35
H16 -3.02 -4.02 -3.20
O7 -1.48 5.50 1.78
S3 -2.12 6.82 1.67
O8 -2.89 7.11 0.49
O9 -3.05 7.10 3.04
C7 -4.13 7.97 2.91
C8 -5.11 7.61 4.11
C9 -0.78 8.19 1.98
H17 -4.74 7.82 2.01
H18 -3.93 9.04 2.98
H19 -5.56 6.62 4.00
H20 -5.89 8.37 4.14
H21 -4.63 7.63 5.09
H22 -1.20 9.19 2.14
H23 -0.25 8.07 1.04
H24 -0.19 7.96 2.86
O10 5.10 -1.65 1.16
S4 5.99 -2.15 2.21
O11 5.71 -1.81 3.61
O12 6.12 -3.80 2.23
C10 6.08 -4.59 1.04
C11 5.27 -5.85 1.31
C12 7.69 -1.70 1.80
H25 7.11 -4.90 0.94
H26 5.69 -4.17 0.12
H27 5.26 -6.41 0.37
H28 4.23 -5.62 1.56
H29 5.77 -6.42 2.09
H30 7.97 -2.13 0.84
H31 8.26 -2.08 2.64
H32 7.79 -0.63 1.62
O13 3.60 0.53 -4.70
S5 4.80 0.22 -5.51
O14 6.11 -0.13 -4.87
O15 4.40 -0.82 -6.70
C13 3.29 -0.53 -7.55
C14 3.02 -1.77 -8.40
C15 5.23 1.76 -6.49
H33 3.61 0.37 -8.07
H34 2.33 -0.31 -7.09
H35 1.95 -1.87 -8.62
H36 3.29 -2.66 -7.84
H37 3.47 -1.76 -9.39
H38 4.32 2.27 -6.81
H39 5.87 1.56 -7.35
H40 5.84 2.42 -5.87
O16 -0.58 3.57 -4.69
S6 -1.20 4.16 -5.87
O17 -0.98 5.54 -6.29
O18 -0.80 3.13 -7.13
C16 -0.53 3.70 -8.42
C17 -1.01 2.72 -9.52
C18 -3.07 3.87 -5.78
H41 0.52 3.97 -8.48
H42 -0.95 4.70 -8.57
H43 -2.09 2.73 -9.41
H44 -0.57 1.74 -9.34
H45 -0.66 3.02 -10.51
H46 -3.73 4.26 -6.55
H47 -3.48 4.23 -4.84
H48 -3.26 2.80 -5.71
O19 -1.53 -4.89 2.85
S7 -1.39 -3.69 3.68
O20 -1.09 -2.40 3.11
O21 -2.73 -3.45 4.54
C19 -3.38 -4.67 5.03
C20 -4.67 -4.27 5.80
C21 -0.26 -4.01 5.11
H49 -2.73 -5.35 5.57
H50 -3.67 -5.26 4.16
H51 -4.42 -3.80 6.75
H52 -5.25 -5.16 6.05
H53 -5.27 -3.66 5.12
H54 -0.74 -4.64 5.86
H55 0.05 -3.04 5.50
H56 0.67 -4.40 4.71
O22 -4.18 0.67 0.06
S8 -5.53 0.41 0.54
O23 -6.66 1.16 -0.07
O24 -5.93 -1.19 0.49
C22 -7.29 -1.49 0.13
C23 -7.55 -2.97 0.41
C24 -5.47 0.69 2.38
H57 -7.46 -1.33 -0.94
H58 -8.00 -0.92 0.74
H59 -7.73 -3.21 1.46
H60 -6.70 -3.58 0.10
H61 -8.45 -3.36 -0.05
H62 -4.61 0.21 2.84
H63 -6.38 0.26 2.80
H64 -5.51 1.76 2.59

## Properties
net charge: +2
Kohn-Sham gap: 2.6022 eV
maximum force: 4.32 eV/A
LUMO level: -11.60 eV
calculated total energy: -166967.9776 eV

(4)
The following is a DFT calculation (the ωB97M-V functional and the def2-TZVPD basis) of C24H66AgFeN8O12 as an isolated structure.

Atoms and positions in Å:
Ag1 -3.26 1.84 3.19
Fe1 -2.62 -3.05 1.40
N1 -5.04 0.99 0.43
O1 -4.33 0.85 1.36
O2 -5.45 0.03 -0.19
O3 -5.42 2.08 0.08
N2 -1.05 -0.03 1.07
O4 0.01 0.17 0.54
O5 -1.52 0.83 1.78
O6 -1.63 -1.12 0.90
C1 3.09 3.01 3.47
C2 2.22 2.48 2.28
C3 3.04 2.07 1.07
O7 4.00 2.99 0.64
C4 4.85 2.46 -0.39
N3 1.48 1.32 2.77
H1 3.62 3.93 3.21
H2 3.90 2.31 3.68
H3 2.56 3.10 4.42
H4 1.45 3.20 1.98
H5 2.43 1.82 0.20
H6 3.59 1.16 1.30
H7 5.76 2.01 0.02
H8 5.19 3.25 -1.06
H9 4.34 1.72 -1.01
H10 0.98 1.07 1.92
H11 2.01 0.49 2.99
C5 0.75 -4.73 -0.65
C6 -0.28 -4.45 0.39
C7 0.22 -3.69 1.60
O8 -0.87 -3.40 2.50
C8 -0.33 -2.96 3.76
N4 -1.41 -3.81 -0.20
H12 1.46 -5.44 -0.22
H13 1.34 -3.86 -0.94
H14 0.44 -5.18 -1.59
H15 -0.52 -5.44 0.76
H16 0.75 -2.78 1.30
H17 1.00 -4.25 2.12
H18 0.00 -1.92 3.72
H19 0.44 -3.67 4.05
H20 -1.13 -3.07 4.50
H21 -1.03 -3.17 -0.88
H22 -1.80 -4.48 -0.85
C9 -2.39 -1.04 -2.52
C10 -2.04 -2.06 -3.60
C11 -1.39 -1.31 -4.82
O9 -0.25 -0.52 -4.48
C12 0.50 0.02 -5.54
N5 -1.04 -3.08 -3.26
H23 -2.57 -1.44 -1.52
H24 -3.36 -0.62 -2.81
H25 -1.60 -0.32 -2.30
H26 -2.95 -2.57 -3.90
H27 -2.16 -0.58 -5.09
H28 -1.16 -2.03 -5.60
H29 1.06 -0.81 -5.97
H30 1.21 0.80 -5.24
H31 -0.25 0.36 -6.26
H32 -0.73 -3.43 -4.15
H33 -0.25 -2.55 -2.90
C13 0.40 2.85 -2.54
C14 -0.63 3.47 -1.59
C15 -2.11 2.92 -1.89
O10 -2.53 3.26 -3.24
C16 -2.48 2.20 -4.16
N6 -0.17 3.28 -0.19
H34 0.19 1.81 -2.80
H35 1.41 2.74 -2.15
H36 0.36 3.45 -3.45
H37 -0.66 4.56 -1.71
H38 -2.79 3.35 -1.17
H39 -2.36 1.91 -1.56
H40 -3.28 1.56 -3.79
H41 -1.56 1.62 -4.21
H42 -2.76 2.51 -5.17
H43 -0.92 3.63 0.39
H44 -0.10 2.30 0.05
C17 0.03 1.46 5.86
C18 -1.32 1.46 5.21
C19 -2.51 1.85 6.09
O11 -3.71 2.20 5.36
C20 -4.59 2.81 6.27
N7 -1.18 2.49 4.16
H45 0.48 2.41 6.15
H46 0.76 0.89 5.29
H47 -0.01 0.97 6.83
H48 -1.39 0.51 4.67
H49 -2.22 2.71 6.69
H50 -2.66 1.01 6.77
H51 -4.20 3.43 7.08
H52 -5.31 2.08 6.64
H53 -5.22 3.54 5.76
H54 -1.01 3.36 4.66
H55 -0.33 2.30 3.65
C21 3.37 -1.56 -0.93
C22 2.38 -1.38 -2.13
C23 2.65 -2.44 -3.23
O12 4.04 -2.47 -3.52
C24 4.42 -3.42 -4.54
N8 1.03 -1.41 -1.73
H56 4.39 -1.36 -1.27
H57 3.22 -2.53 -0.46
H58 3.14 -0.82 -0.16
H59 2.54 -0.35 -2.46
H60 2.13 -2.27 -4.16
H61 2.33 -3.43 -2.91
H62 5.44 -3.35 -4.90
H63 3.83 -3.36 -5.45
H64 4.33 -4.42 -4.12
H65 0.79 -0.81 -0.94
H66 0.49 -0.99 -2.47

## Properties
net charge: +2
spin multiplicity: 6
Kohn-Sham gap (alpha / beta): 4.6322 / 3.1294 eV
maximum force: 3.60 eV/A
LUMO level (alpha / beta): -8.21 / -9.71 eV
calculated total energy: -100805.7339 eV